Record 1
Density functional theory data (ωB97M-V/def2-TZVPD) for a structure of composition C29H26N4O4PSV.

Output
Net charge: +2
Energy relative to the best compared isomer or geometry (same formula, charge and spin) in eV: 0.000
Orbital gap in eV: 6.299
F_max in hartree/bohr: 0.0074

```
66
C29H26N4O4PSV | the OMol25 dataset | ωB97M-V/def2-TZVPD
V -1.1032 0.4741 -0.0460
O -1.9185 1.0487 -1.4609
C -2.2852 2.1637 -2.1559
C -3.0212 2.0379 -3.3152
C -3.3896 3.1942 -3.9932
C -3.0338 4.4502 -3.5154
C -2.3037 4.5611 -2.3449
C -1.9158 3.4140 -1.6507
C -1.1803 3.5272 -0.4211
N -0.7905 2.5199 0.2832
N -0.0739 2.8399 1.4326
C 0.1590 1.7627 2.0837
O -0.2836 0.5932 1.5587
C 0.8921 1.7070 3.3455
C 1.0812 0.4824 3.9873
C 1.7938 0.4313 5.1734
C 2.3123 1.5984 5.7207
C 2.1159 2.8196 5.0864
C 1.4070 2.8804 3.8997
H -3.3127 1.0571 -3.6660
H -3.9722 3.1100 -4.9007
H -3.3355 5.3386 -4.0518
H -2.0319 5.5342 -1.9549
H -0.9345 4.5161 -0.0421
H 0.6527 -0.4211 3.5699
H 1.9355 -0.5140 5.6801
H 2.8633 1.5586 6.6511
H 2.5097 3.7267 5.5245
H 1.2395 3.8265 3.4027
O -4.4812 -0.9995 -0.2351
C -3.3458 -1.2499 -0.0472
O -2.4968 -0.3980 0.6459
C -2.5688 -2.4672 -0.5124
P -0.8364 -1.9089 -0.6827
C -0.2492 -2.3878 -2.3025
C -0.4591 -1.5294 -3.3831
C -0.1107 -1.9350 -4.6598
C 0.4427 -3.1934 -4.8592
C 0.6444 -4.0511 -3.7871
C 0.2988 -3.6549 -2.5044
C 0.1799 -2.6041 0.6206
C 1.5531 -2.7692 0.4201
C 2.3462 -3.2324 1.4593
C 1.7775 -3.5241 2.6932
C 0.4144 -3.3499 2.8965
C -0.3866 -2.8852 1.8658
H -2.9524 -2.8184 -1.4681
H -2.6801 -3.2732 0.2142
H -0.8917 -0.5472 -3.2299
H -0.2690 -1.2723 -5.5000
H 0.7150 -3.5084 -5.8578
H 1.0663 -5.0339 -3.9490
H 0.4470 -4.3337 -1.6739
H 1.9940 -2.5557 -0.5461
H 3.4058 -3.3855 1.2995
H 2.3972 -3.9016 3.4961
H -0.0275 -3.5845 3.8559
H -1.4454 -2.7407 2.0404
N 3.1647 1.9317 -0.6867
C 2.3396 1.0067 -0.2184
N 2.5926 0.4254 0.9383
S 1.0358 0.5211 -1.2543
H 4.0484 2.1369 -0.2445
H 2.9496 2.3991 -1.5520
H 3.3052 0.7673 1.5666
H 2.0068 -0.3316 1.2611
```


Record 2
Density functional theory data (ωB97M-V/def2-TZVPD) for a cluster of 2 separate species, C29H26NOS in total in a non-equilibrium geometry.

Output
Net charge: +1
Energy relative to the best compared isomer or geometry (same formula, charge and spin) in eV: 0.680
Orbital gap in eV: 2.814
F_max in hartree/bohr: 0.0528

```
58
C29H26NOS | the OMol25 dataset | ωB97M-V/def2-TZVPD
C -0.9905 -1.5443 1.3924
O -0.5395 -0.3094 0.7587
C 0.5889 0.2922 1.2664
C 1.8785 -0.2799 0.8595
C 2.6978 -0.9111 1.8212
C 3.9623 -1.3789 1.4666
C 4.4008 -1.2773 0.1411
C 3.5323 -0.7830 -0.8454
C 2.2589 -0.3216 -0.5054
C 0.3702 1.2983 2.2152
N 1.3060 2.1122 2.8181
C 2.7353 2.0798 2.5465
C 0.7887 2.9618 3.8015
C -0.6074 2.9134 3.8797
C -1.3010 3.8249 4.6876
C -0.5660 4.7330 5.4644
C 0.8394 4.7231 5.4456
C 1.5287 3.8385 4.6059
S -1.2535 1.6570 2.8325
H -1.8243 -1.9103 0.7769
H -0.1809 -2.2931 1.3946
H -1.3333 -1.3166 2.4145
H 2.3061 -1.0025 2.8382
H 4.6007 -1.8187 2.2315
H 5.3976 -1.6122 -0.1293
H 3.8448 -0.7628 -1.8945
H 1.5425 0.0347 -1.2607
H 3.1378 3.0345 2.8858
H 3.2219 1.2856 3.1193
H 2.9392 1.9581 1.4819
H -2.3918 3.8159 4.6832
H -1.0865 5.4552 6.0988
H 1.4054 5.4085 6.0784
H 2.6152 3.8271 4.5712
C -2.1623 -1.4941 -2.3169
C -2.1598 -0.2641 -3.0320
C -2.8210 0.8575 -2.4238
C -2.8239 2.1172 -3.0049
C -2.1491 2.3486 -4.2185
C -1.5377 1.2612 -4.8669
C -1.5984 -0.0272 -4.3306
C -1.8407 -2.8170 -2.7549
C -2.3976 -3.9303 -2.0306
C -2.0999 -5.2493 -2.3517
C -1.2789 -5.5465 -3.4540
C -0.7716 -4.4878 -4.2244
C -0.9967 -3.1566 -3.8616
H -2.6453 -1.4448 -1.3351
H -3.3928 0.6760 -1.5115
H -3.3545 2.9440 -2.5264
H -2.0983 3.3536 -4.6492
H -1.0278 1.4231 -5.8193
H -1.2791 -0.8600 -4.9536
H -3.1217 -3.7127 -1.2394
H -2.5104 -6.0672 -1.7560
H -1.0276 -6.5808 -3.6982
H -0.1876 -4.7097 -5.1234
H -0.5416 -2.3653 -4.4586
```


Record 3
Density functional theory data (ωB97M-V/def2-TZVPD) for a structure of composition C29H27AsF2N5O3PS4SeTl.

Output
Net charge: -1
Energy relative to the best compared isomer or geometry (same formula, charge and spin) in eV: 1.399
Orbital gap in eV: 4.819
F_max in hartree/bohr: 0.0173

```
74
C29H27AsF2N5O3PS4SeTl | the OMol25 dataset | ωB97M-V/def2-TZVPD
Tl 1.0336 -1.7767 0.4045
F -1.3564 -3.4559 4.8966
C -0.5215 -2.5091 4.4217
C -0.1962 -2.4969 3.0813
C 0.6414 -1.5077 2.5805
C 1.2246 -0.5615 3.4428
C 0.8328 -0.6284 4.7818
F 1.2957 0.2694 5.6923
C -0.0347 -1.5680 5.3004
C 2.2864 0.3752 2.9640
C 3.0410 1.2255 3.7868
C 4.0493 1.9835 3.2224
C 4.3102 1.8902 1.8645
C 3.5186 1.0283 1.1262
N 2.5385 0.3172 1.6587
H -0.5616 -3.2898 2.4377
H -0.2895 -1.5695 6.3490
H 2.8591 1.2827 4.8444
H 4.6414 2.6349 3.8531
H 5.1113 2.4466 1.3981
H 3.6923 0.8672 0.0685
Se -5.2798 -1.5768 -5.0867
N -5.1942 -1.4697 -3.2991
C -3.9373 -1.5800 -2.9667
C -3.4591 -1.5371 -1.5900
C -4.3353 -1.4351 -0.5127
C -3.8137 -1.3748 0.7609
C -2.4291 -1.4153 0.9132
N -1.5902 -1.5270 -0.1033
C -2.0827 -1.5857 -1.3419
C -1.1232 -1.7453 -2.4539
N 0.1686 -1.8194 -2.1384
C 1.0508 -2.0979 -3.0868
C 0.6860 -2.2616 -4.4238
C -0.6373 -2.1236 -4.7748
C -1.5734 -1.8668 -3.7719
C -2.9967 -1.7447 -4.0552
N -3.5062 -1.7664 -5.2560
H -5.4001 -1.4006 -0.6989
H -4.4484 -1.2970 1.6321
H -1.9760 -1.3437 1.8933
H 2.0740 -2.2114 -2.7412
H 1.4450 -2.5024 -5.1540
H -0.9738 -2.2298 -5.7973
S 3.9629 -4.6767 1.6769
As 3.0189 -4.3041 -0.1517
S 3.2865 -2.0363 -0.5552
S 0.7805 -4.3144 0.1194
S 3.5085 -5.2938 -1.9375
C 0.0448 4.3406 2.3093
C 0.7799 3.3344 1.4540
O -0.1779 2.4048 0.9397
P 0.0946 1.4635 -0.3661
O -1.4385 1.3714 -0.8749
C -2.2185 2.5475 -1.1367
C -3.6672 2.1377 -1.2603
O 0.6457 2.5801 -1.4291
C 1.9946 2.5221 -1.9206
C 2.3011 1.2517 -2.6810
H 0.7501 5.0282 2.7784
H -0.5092 3.8301 3.0965
H -0.6576 4.9212 1.7112
H 1.5230 2.7944 2.0426
H 1.2883 3.8281 0.6215
H -1.8553 3.0083 -2.0585
H -2.0786 3.2597 -0.3204
H -3.8097 1.4531 -2.0956
H -4.2941 3.0151 -1.4284
H -4.0049 1.6421 -0.3504
H 2.6908 2.6642 -1.0885
H 2.0867 3.3928 -2.5731
H 2.2295 0.3633 -2.0538
H 3.3219 1.2912 -3.0658
H 1.6188 1.1343 -3.5240
```


Record 4
Density functional theory data (ωB97M-V/def2-TZVPD) for a cluster of 6 separate species, C29H27BClN5O5 in total in a non-equilibrium geometry.

Output
Structure (SMILES): O=C1OC(=O)C(B(O)O)=C1Cl.c1ccncc1.c1ccncc1.c1ccncc1.c1ccncc1.c1ccncc1
Orbital gap in eV: 8.661
F_max in hartree/bohr: 0.0292

```
68
C29H27BClN5O5 | the OMol25 dataset | ωB97M-V/def2-TZVPD
O 6.6738 0.8798 5.1634
C 5.6144 1.4184 5.2679
O 5.3969 2.5851 5.9261
C 4.0195 2.8019 5.9661
O 3.5188 3.6979 6.5828
C 3.3613 1.7606 5.1590
B 1.8051 1.6608 4.8775
O 1.0752 0.9214 5.7488
O 1.1966 2.2113 3.8008
C 4.2997 0.9343 4.7524
Cl 4.1078 -0.4446 3.8134
H 0.4480 0.3799 5.2586
H 1.6407 2.9952 3.4813
N 2.7103 0.9703 0.8743
C 1.8991 1.4269 -0.0780
C 1.9756 1.0378 -1.4058
C 2.9563 0.1294 -1.7686
C 3.8160 -0.3508 -0.7937
C 3.6450 0.0965 0.5069
H 1.1464 2.1363 0.2490
H 1.2808 1.4319 -2.1345
H 3.0466 -0.2009 -2.7956
H 4.5947 -1.0619 -1.0325
H 4.2872 -0.2540 1.3047
N -0.9492 -0.0036 -3.1730
C -1.6650 -0.9903 -2.6376
C -1.8047 -2.2450 -3.2069
C -1.1670 -2.4877 -4.4126
C -0.4184 -1.4736 -4.9891
C -0.3379 -0.2546 -4.3309
H -2.1509 -0.7538 -1.6982
H -2.3973 -3.0062 -2.7172
H -1.2508 -3.4535 -4.8945
H 0.0958 -1.6229 -5.9289
H 0.2373 0.5662 -4.7437
N -1.6153 -1.3039 4.4956
C -2.5531 -1.8046 5.2983
C -3.8059 -1.2354 5.4624
C -4.1008 -0.0779 4.7600
C -3.1369 0.4599 3.9240
C -1.9185 -0.1926 3.8265
H -2.2789 -2.7074 5.8322
H -4.5301 -1.6872 6.1256
H -5.0670 0.3982 4.8639
H -3.3232 1.3628 3.3598
H -1.1337 0.1898 3.1802
N -0.0352 2.5964 -6.2464
C 0.1642 2.3681 -7.5427
C -0.0811 3.3031 -8.5360
C -0.5646 4.5458 -8.1621
C -0.7804 4.8007 -6.8182
C -0.4993 3.7963 -5.9050
H 0.5399 1.3813 -7.7914
H 0.1018 3.0622 -9.5739
H -0.7704 5.3038 -8.9068
H -1.1580 5.7566 -6.4831
H -0.6513 3.9530 -4.8429
N -3.0436 -3.7625 -0.1295
C -3.0173 -5.0197 0.3092
C -2.4056 -5.4127 1.4895
C -1.7821 -4.4460 2.2607
C -1.7968 -3.1331 1.8230
C -2.4388 -2.8473 0.6279
H -3.5159 -5.7452 -0.3242
H -2.4191 -6.4498 1.7949
H -1.2924 -4.7107 3.1891
H -1.3224 -2.3487 2.3958
H -2.4759 -1.8316 0.2522
```


Number 1: DFT total energy -90445.4762 eV. Number 2: DFT total energy -44859.2275 eV. Number 3: DFT total energy -233052.3235 eV. Number 4: DFT total energy -61399.5829 eV.